(1)
14
Properties=species:S:1:pos:R:3:forces:R:3:lowdin_charge:R:1 method="wB97M-V/def2-TZVPD" homo_lumo_gap_ev=8.43 total_charge=-1 lumo_ev=3.7811
O -0.817156 -2.733192 1.436835 -1.2 -2.3 1.0 0.01
C -0.486677 -1.595313 1.491060 2.0 0.8 0.0 -0.33
C -0.133351 -0.943731 0.174734 -1.0 3.8 0.3 -0.15
N -1.121848 0.267368 0.316356 -0.7 -3.2 -0.8 -0.01
C -0.952129 1.411174 -0.592092 -1.2 -1.3 0.8 -0.77
O -2.095370 1.728943 -0.945244 0.1 1.6 -1.1 -0.07
O 0.192323 1.861856 -0.792985 -0.5 0.0 -0.3 -0.05
H -0.388314 -1.053313 2.549211 -0.2 -0.4 -2.2 0.15
H 0.816596 -0.361624 0.186301 -0.2 -0.9 0.0 0.10
H -0.253585 -1.563779 -0.790852 0.1 0.7 1.8 0.14
H -2.132688 -0.117250 0.154794 2.6 1.2 0.3 0.14
H 2.884600 0.560309 -1.523688 0.0 1.4 2.0 0.07
H 1.786683 1.362659 -0.937164 -1.6 0.8 0.5 -0.07
O 2.700916 1.175894 -0.727267 1.9 -2.2 -2.4 -0.13

=====

(2)
12
Properties=species:S:1:pos:R:3:forces:R:3:lowdin_charge:R:1 method="wB97M-V/def2-TZVPD" homo_lumo_gap_ev="8.36 / 8.37" total_charge=0 lumo_ev="0.1844 / 0.1850"
C 0.998730 1.051474 -0.739825 2.4 -0.6 -0.8 -0.34
C 1.557721 -0.169087 -0.039574 -3.1 1.5 2.6 -0.20
C -0.592184 -0.393840 0.566333 0.8 1.4 -0.8 -0.46
N -0.144530 1.461643 -0.673767 -2.0 -1.7 1.6 0.15
O 0.537713 -1.100277 0.180164 -2.8 0.6 -0.4 -0.14
P -2.273220 -0.991326 0.337729 1.2 -3.3 -1.5 0.83
H 1.852749 1.433440 -1.334213 -0.6 0.8 -0.1 0.11
H 2.219710 -0.611362 -0.627183 3.5 -2.0 -2.0 0.08
H 1.840373 0.177382 0.945882 1.1 0.2 0.2 0.13
H -0.493326 0.001449 1.574793 0.2 0.5 0.0 0.07
H -2.510954 -0.832128 -1.063166 0.1 0.3 0.5 -0.08
H -2.992781 -0.027368 0.872826 -0.9 2.2 0.7 -0.15